Here is a molecular structure, C44H40BrCdN6S4Te from OMol25. Energies are from ωB97M-V/def2-TZVPD.

Positions of all 97 atoms, in Å:
Cd (-0.671599, 0.445461, -0.555095)
Br (-1.918989, -1.133281, -2.958772)
C (-2.583238, -2.468445, -1.769415)
C (-3.331958, -3.451265, -2.349477)
C (-3.858058, -4.493940, -1.561926)
C (-3.608837, -4.517966, -0.223280)
C (-2.827758, -3.507877, 0.390982)
C (-2.558459, -3.577429, 1.779722)
C (-1.790564, -2.625105, 2.379014)
C (-1.277873, -1.555249, 1.613448)
C (-1.487696, -1.425191, 0.256375)
C (-2.288006, -2.428806, -0.372777)
H (-3.516991, -3.427552, -3.414391)
H (-4.450328, -5.269362, -2.030926)
H (-4.001522, -5.313768, 0.399441)
H (-2.976210, -4.401870, 2.346829)
H (-1.567413, -2.677810, 3.438546)
H (-0.670834, -0.822955, 2.142142)
S (-2.703811, 1.919541, 1.087400)
C (-1.673756, 3.209051, 1.114508)
N (-1.353440, 3.899378, 2.213212)
C (-0.294164, 4.897819, 2.192825)
C (-0.479340, 5.747218, 0.971197)
N (-0.446872, 4.890867, -0.206536)
C (0.251989, 5.439828, -1.374547)
C (1.712038, 5.651985, -1.073571)
C (2.238407, 6.928324, -0.914862)
C (3.582860, 7.103170, -0.612706)
C (4.405418, 5.996438, -0.465831)
C (3.884767, 4.718356, -0.624811)
C (2.543209, 4.543624, -0.926071)
C (-1.055841, 3.709673, -0.226100)
S (-1.214016, 2.820108, -1.627245)
C (-1.978007, 3.643985, 3.516315)
C (-0.997121, 3.539838, 4.655347)
C (0.052050, 2.627283, 4.632441)
C (0.921076, 2.545177, 5.712018)
C (0.747788, 3.368339, 6.816255)
C (-0.299375, 4.277055, 6.846087)
C (-1.165010, 4.363232, 5.765059)
H (0.680097, 4.398840, 2.185776)
H (-0.369452, 5.496569, 3.098581)
H (0.320537, 6.478816, 0.881752)
H (-1.438883, 6.274596, 1.007167)
H (-0.234705, 6.375877, -1.664566)
H (0.124773, 4.726253, -2.182016)
H (1.594127, 7.792552, -1.040201)
H (3.984863, 8.101079, -0.492038)
H (5.453122, 6.123421, -0.225880)
H (4.524498, 3.852974, -0.511534)
H (2.135171, 3.543248, -1.032365)
H (-2.579294, 2.744006, 3.419291)
H (-2.655850, 4.482581, 3.710802)
H (0.207176, 1.958873, 3.791205)
H (1.716176, 1.810811, 5.674403)
H (1.426954, 3.292762, 7.656250)
H (-0.443571, 4.918905, 7.706516)
H (-1.984454, 5.074275, 5.783420)
S (1.117666, 1.466549, 1.024420)
C (2.612374, 1.341355, 0.129433)
C (3.752787, 1.879116, 0.741174)
C (4.997831, 1.874317, 0.132170)
C (6.116986, 2.479258, 0.790707)
N (7.020554, 2.967448, 1.308806)
C (5.132047, 1.304473, -1.143491)
C (4.017115, 0.745848, -1.751029)
C (2.754289, 0.732463, -1.149407)
S (1.468118, -0.090232, -2.013295)
C (6.391900, 1.284596, -1.824218)
N (7.397971, 1.252832, -2.381215)
H (3.648673, 2.317551, 1.725257)
H (4.122346, 0.303124, -2.732454)
Te (2.256760, -0.875944, 3.928667)
C (1.634879, -2.097738, 5.541091)
C (2.528906, -2.856751, 6.298332)
C (2.098424, -3.620037, 7.375397)
C (0.755928, -3.647706, 7.728351)
C (-0.148589, -2.898696, 6.986543)
C (0.286483, -2.136385, 5.911422)
H (3.579874, -2.845553, 6.035070)
H (2.819831, -4.197118, 7.943263)
H (0.419997, -4.240142, 8.570689)
H (-1.200945, -2.902064, 7.248114)
H (-0.428499, -1.547969, 5.347898)
N (3.985579, -3.579678, 0.623410)
C (2.697137, -4.107527, 0.192153)
C (1.578351, -3.278248, 0.809782)
N (1.910283, -1.845251, 0.691670)
H (4.737491, -3.850246, 0.007446)
H (4.220218, -3.840249, 1.572612)
H (2.935321, -1.767632, 0.696021)
H (2.525593, -5.154953, 0.463080)
H (2.651356, -4.039487, -0.896258)
H (1.466381, -3.486048, 1.875630)
H (0.623683, -3.461612, 0.319649)
H (1.554012, -1.402516, -0.174358)
H (1.587527, -1.329591, 1.537017)

Cartesian forces, eV/Å:
0.439 -0.301 0.017
-0.054 -0.016 -0.023
-0.030 -0.006 0.018
0.005 0.035 -0.015
-0.005 -0.023 0.017
-0.013 0.022 -0.014
0.050 -0.025 -0.003
-0.010 0.016 0.007
-0.002 -0.026 0.013
0.079 -0.005 -0.032
-0.340 0.173 0.076
0.128 -0.074 -0.042
-0.003 0.002 0.001
-0.005 0.005 0.000
0.005 -0.008 -0.006
0.016 -0.006 0.002
0.007 -0.012 -0.007
-0.031 0.017 0.003
-0.193 0.099 0.095
0.092 0.153 -0.268
0.086 -0.187 0.107
0.003 0.032 -0.029
0.002 -0.022 0.044
-0.119 -0.051 -0.116
-0.017 0.062 -0.064
0.023 0.016 0.027
0.008 0.006 -0.065
0.007 -0.007 0.009
-0.029 0.060 -0.009
0.081 0.116 -0.084
-0.048 0.026 0.028
0.044 -0.082 0.304
-0.073 -0.032 -0.121
-0.083 0.068 -0.038
-0.024 0.071 -0.041
0.030 -0.054 0.068
-0.024 -0.070 -0.067
0.032 -0.018 0.022
-0.005 0.003 -0.001
0.031 0.001 -0.018
0.017 0.014 -0.028
-0.007 0.008 -0.006
0.035 -0.032 0.010
0.020 0.043 0.008
0.011 0.006 0.056
0.005 0.052 -0.038
-0.006 0.005 0.012
-0.002 0.007 0.002
0.010 -0.007 -0.002
-0.202 0.468 -0.173
-0.006 0.088 -0.029
0.051 -0.034 -0.009
-0.055 -0.050 0.011
-0.018 0.017 -0.045
0.028 -0.010 0.009
-0.004 0.007 -0.002
0.003 -0.002 -0.003
0.004 0.001 -0.002
-0.049 0.104 0.028
0.049 -0.071 0.042
0.021 -0.190 0.033
0.004 -0.452 0.099
0.136 -0.130 0.049
-0.046 0.078 -0.009
-0.067 -0.010 0.063
0.013 0.045 0.003
-0.007 -0.035 0.023
-0.033 0.117 -0.029
0.090 -0.017 -0.002
-0.014 0.015 -0.012
0.005 0.007 -0.002
0.002 -0.015 0.006
0.068 0.048 0.151
-0.123 -0.012 -0.022
0.060 -0.014 -0.043
-0.005 -0.013 0.007
-0.005 0.005 0.001
0.006 -0.009 0.002
0.002 -0.009 0.010
-0.001 0.007 0.013
-0.002 0.001 0.003
0.000 -0.004 -0.002
0.001 -0.007 0.004
0.004 0.013 0.014
0.066 -0.023 -0.067
-0.004 -0.058 0.040
-0.088 -0.022 -0.010
-0.024 0.088 0.044
0.018 -0.038 0.032
-0.031 0.040 0.027
0.037 -0.050 0.033
0.020 -0.011 -0.042
-0.004 0.046 -0.002
0.067 0.014 0.011
-0.022 0.006 0.027
-0.040 0.016 -0.062
-0.047 0.003 -0.025

Summary:
total charge	-1
total energy	-6631.870028	a.u.
HOMO energy	-3.97	eV
orbital gap	0.1842	Ha

***

Here is C4H4OS2 in the gas phase at a distorted geometry from OMol25. Energies are from ωB97M-V/def2-TZVPD.

Positions of all 11 atoms, in Å:
C (1.108413, -0.484145, 0.125093)
C (0.042362, -0.302792, -0.853001)
C (0.593291, -1.257661, 1.120896)
C (-1.024228, -0.991542, -0.288450)
O (-0.708732, -1.545422, 0.860707)
S (-3.496386, 0.683043, 0.773253)
S (-2.647570, -1.066132, -0.922816)
H (2.160024, -0.040325, 0.125494)
H (-0.155507, 0.213573, -1.828916)
H (1.058169, -1.621086, 2.171561)
H (-2.810879, -0.022617, 1.835827)

Cartesian forces, eV/Å:
1.274 0.933 -0.786
-0.972 -0.541 0.544
1.142 -0.277 2.237
-0.179 1.339 -2.585
0.458 -1.056 1.745
1.769 -2.795 -0.253
-0.197 1.744 2.498
-1.792 -0.841 -0.118
1.004 -0.387 1.299
-1.428 0.883 -2.961
-1.079 0.998 -1.619

Summary:
SMILES	SSc1ccco1
total charge	0
total energy	-1026.344503	a.u.
HOMO energy	-8.87	eV
orbital gap	0.2643	Ha

***

Listing energy relative to the best compared isomer or geometry (same formula, charge and spin) for the structures above in their given order: 0.0; 183.9 kJ/mol.
Listing lowest unoccupied orbital energy for the structures above in their given order: 0.0385; -0.0617 Eh.